The following is a DFT calculation (wB97M-V/def2-TZVPD) of C5H9B in the gas phase.

```
15
Properties=species:S:1:pos:R:3:forces:R:3
H 1.508 0.250 1.072 -0.18 0.43 0.23
C 1.498 0.067 -0.016 -0.11 0.75 0.40
C 0.660 -1.191 -0.074 -0.18 -0.98 -0.50
H 1.241 -2.101 0.025 -0.04 -0.11 0.00
B -1.829 -0.453 -0.145 -0.15 0.17 0.07
H 3.320 1.326 -0.052 0.14 0.27 -0.09
H 3.710 -0.477 -0.109 0.24 -0.15 -0.09
C -0.802 -1.418 -0.068 2.36 1.22 -0.10
H -1.045 -2.470 -0.003 -0.22 -0.09 0.00
C -2.928 0.622 -0.158 0.04 -0.22 -0.21
H -2.515 1.563 0.211 0.09 0.02 0.09
H -3.751 0.364 0.511 0.03 -0.04 0.11
C 3.013 0.324 -0.283 -2.11 -1.31 0.04
H -3.355 0.820 -1.142 0.06 -0.04 -0.04
H 0.936 0.902 -0.449 0.02 0.08 0.07
```
Forces are in eV/Å.

The HOMO energy (alpha / beta) is -7.96 / -6.11 eV. As for the gap between HOMO and LUMO (alpha / beta): 8.468 / 6.622 eV. The electronic energy is -220.5708 hartree. Its spin multiplicity is 1. For the maximum force, the calculation gives 2.66 eV/A. Its energy relative to the best compared isomer or geometry (same formula, charge and spin) is 423.6 kJ/mol. As for the total charge: 0.

Atom charges from the Löwdin analysis, given in e for atoms 1 to 6:
1 H 0.11
2 C -0.29
3 C -0.14
4 H 0.08
5 B -0.04
6 H 0.03